130
Properties=species:S:1:pos:R:3:forces:R:3 method="wB97M-V/def2-TZVPD" orbital_gap_ev=6.7 smiles="CCCCCCCCCCCCc1c(S(=O)(=O)C(F)(F)C(F)(F)C(F)(F)C(F)(F)F)c(C)c(N(C)C(C)=O)c2ncc(COCC)nc12.CCCCCC.CCCCCC" energy_ha=-3441.682176 homo_ev=-8.857 e_lumo_ev=-2.191
C 7.407 -0.348 4.609 -0.797 0.024 -0.676
C 6.614 0.313 3.293 -0.389 0.758 0.966
C 7.272 1.746 2.820 0.715 -0.811 -0.993
C 6.823 2.149 1.270 0.730 1.071 0.573
C 5.465 3.070 1.233 -0.338 -0.564 -0.306
C 4.087 2.201 1.429 -0.350 0.072 -0.255
C 3.850 1.052 0.251 -0.195 -0.539 0.305
C 3.299 -0.347 0.910 -0.678 0.333 0.235
C 1.859 -0.082 1.649 -0.537 -0.372 -0.611
C 0.589 0.098 0.579 0.308 -0.838 0.585
C -0.777 -0.101 1.484 -0.119 -0.992 -0.481
C -1.968 0.977 1.161 -0.617 -0.649 0.260
C -2.925 1.039 2.531 -0.454 1.405 1.181
C -2.568 2.110 3.757 -4.854 -3.349 -0.608
S -1.110 3.277 3.794 7.577 -4.666 2.079
O -0.315 2.947 5.119 -4.011 1.785 -4.142
O -0.085 3.110 2.649 -4.670 0.987 2.498
C -1.539 5.097 3.893 0.910 3.607 2.213
F -0.318 5.850 3.418 -4.485 -2.535 1.300
F -1.702 5.523 5.333 0.366 -1.502 -4.728
C -2.918 5.534 3.125 -1.354 2.393 0.917
F -3.043 7.028 3.319 0.375 -4.673 -0.752
F -4.141 4.946 3.729 4.199 1.693 -1.954
C -2.936 5.266 1.509 -0.081 -0.940 -2.410
F -1.638 5.457 0.822 -4.114 -0.718 2.634
F -3.416 3.894 1.225 1.653 4.198 1.044
C -4.009 6.292 0.738 -2.162 1.686 -2.229
F -5.286 6.458 1.481 4.595 -0.634 -2.426
F -4.385 5.723 -0.608 1.449 1.864 4.780
F -3.443 7.633 0.466 -1.919 -4.821 1.181
C -3.638 2.103 5.043 -1.700 -2.183 -0.576
C -3.502 3.121 6.346 -0.824 -0.430 0.168
C -4.939 1.052 5.100 2.804 1.204 -2.387
N -5.852 1.112 6.302 -1.592 -0.305 -2.813
C -5.841 -0.153 7.127 0.174 -1.441 1.534
C -7.241 1.604 5.976 -5.084 -2.159 1.550
C -7.561 2.809 4.863 0.902 0.026 0.362
O -8.354 1.086 6.566 7.247 2.941 -3.062
C -5.258 -0.020 3.857 0.980 1.364 0.736
N -6.480 -0.878 4.029 4.226 -1.088 -6.344
C -6.572 -1.789 2.836 1.218 1.341 0.886
C -5.557 -1.864 1.567 1.423 2.611 1.626
C -5.819 -2.976 0.363 0.205 -0.204 -0.012
O -7.272 -3.298 0.262 1.839 2.111 -1.445
C -7.812 -2.484 -0.875 -1.569 0.134 0.022
C -9.420 -2.148 -0.567 1.030 0.393 0.183
N -4.380 -0.945 1.433 -4.373 -0.814 4.297
C -4.226 -0.009 2.599 -0.220 -0.053 0.603
H 7.680 -1.472 4.349 -0.355 2.458 0.770
H 6.661 -0.337 5.539 1.861 -0.041 -1.991
H 8.349 0.312 4.826 -1.717 -1.525 -0.261
H 6.585 -0.410 2.371 0.088 1.353 1.853
H 5.511 0.519 3.676 2.178 -0.529 -1.135
H 7.073 2.637 3.559 0.215 -1.827 -1.386
H 8.453 1.580 2.777 -2.460 0.365 0.206
H 6.782 1.193 0.588 -0.128 1.858 1.424
H 7.710 2.821 0.840 -1.924 -1.412 0.851
H 5.518 3.883 2.090 -0.014 -1.611 -1.816
H 5.389 3.612 0.185 0.214 -1.001 2.148
H 4.067 1.678 2.485 0.128 1.074 -2.119
H 3.159 2.948 1.388 2.025 -1.593 0.207
H 3.012 1.445 -0.491 1.960 -0.817 1.323
H 4.847 0.781 -0.331 -2.102 0.870 1.083
H 3.111 -1.203 0.104 0.526 1.909 1.539
H 4.073 -0.767 1.691 -1.453 0.918 -1.495
H 1.608 -1.020 2.305 0.423 1.721 -1.199
H 1.823 0.854 2.350 0.334 -1.732 -1.309
H 0.631 1.105 -0.016 -0.149 -1.726 1.392
H 0.613 -0.768 -0.235 0.075 1.805 1.730
H -0.527 -0.206 2.647 -0.486 0.686 -2.591
H -1.207 -1.172 1.178 0.782 2.316 0.801
H -2.565 0.537 0.225 0.940 0.995 2.401
H -1.598 2.039 0.817 -0.565 -2.117 1.238
H -3.946 2.617 7.333 0.895 0.791 -2.477
H -4.211 4.062 6.153 1.814 -1.951 0.310
H -2.401 3.416 6.608 -2.126 -0.506 -0.962
H -4.826 -0.759 6.974 -2.111 1.714 0.278
H -5.951 0.138 8.275 0.315 -0.586 -2.524
H -6.705 -0.911 6.892 1.506 1.793 0.161
H -6.648 3.052 4.173 -1.573 -0.579 1.403
H -8.474 2.527 4.156 1.948 0.413 2.002
H -7.781 3.784 5.498 0.244 -2.131 -1.352
H -7.479 -2.565 2.836 2.220 2.021 0.021
H -5.424 -2.582 -0.691 -0.704 -0.579 2.525
H -5.247 -3.991 0.561 -1.173 2.190 -0.018
H -7.674 -3.116 -1.870 -0.225 1.478 2.036
H -7.273 -1.445 -0.914 -0.828 -2.064 -0.111
H -9.957 -3.101 -0.124 1.076 2.100 -0.977
H -9.960 -1.737 -1.533 1.164 -1.073 1.927
H -9.400 -1.246 0.211 -0.271 -2.156 -1.493
C 3.829 -1.307 -3.796 0.144 -0.049 -0.086
C 3.719 0.191 -4.040 -0.057 0.058 0.165
C 2.291 0.722 -3.901 -0.008 0.154 -0.044
C 1.277 0.149 -4.898 0.033 -0.151 0.041
C 1.627 0.346 -6.375 -0.138 -0.040 0.049
C 1.700 1.809 -6.785 0.097 0.060 -0.154
H 3.255 -1.879 -4.531 0.028 -0.010 0.067
H 4.873 -1.624 -3.870 -0.096 -0.070 0.033
H 3.466 -1.566 -2.796 -0.009 -0.018 -0.066
H 4.124 0.433 -5.028 -0.049 0.021 0.028
H 4.355 0.709 -3.312 -0.074 0.001 -0.103
H 2.312 1.814 -3.990 -0.028 -0.080 0.009
H 1.931 0.512 -2.885 0.055 0.003 -0.060
H 0.301 0.609 -4.700 0.067 -0.025 -0.034
H 1.146 -0.923 -4.709 0.009 0.069 0.016
H 0.858 -0.146 -6.983 0.104 -0.014 0.071
H 2.573 -0.151 -6.615 -0.054 -0.004 0.056
H 0.748 2.316 -6.595 0.110 -0.008 0.010
H 1.918 1.889 -7.855 -0.032 0.082 0.111
H 2.489 2.341 -6.246 -0.093 -0.010 -0.046
C 2.938 -5.325 -4.327 0.027 -0.120 0.129
C 4.250 -5.209 -5.089 -0.003 0.176 -0.042
C 4.066 -4.792 -6.549 0.138 -0.009 -0.080
C 3.266 -5.771 -7.416 -0.133 0.003 0.093
C 3.824 -7.195 -7.482 -0.101 0.055 -0.093
C 5.212 -7.268 -8.099 0.119 -0.147 0.028
H 2.293 -6.100 -4.750 0.008 0.079 0.042
H 3.131 -5.588 -3.283 -0.108 0.036 -0.058
H 2.393 -4.376 -4.343 -0.003 -0.077 -0.010
H 4.797 -6.155 -5.026 -0.007 0.041 -0.046
H 4.876 -4.459 -4.590 -0.018 -0.098 -0.080
H 5.054 -4.633 -6.996 -0.089 -0.007 0.010
H 3.563 -3.816 -6.579 0.043 -0.076 0.027
H 3.210 -5.365 -8.434 0.012 -0.049 0.069
H 2.232 -5.817 -7.055 0.073 0.032 -0.023
H 3.143 -7.807 -8.085 0.024 0.057 0.113
H 3.841 -7.647 -6.485 -0.035 0.060 -0.040
H 5.209 -6.861 -9.115 0.040 -0.006 0.104
H 5.545 -8.309 -8.153 0.042 0.129 -0.040
H 5.948 -6.716 -7.508 -0.041 -0.037 -0.088